No. 1
ORCA calculation (wB97M-V/def2-TZVPD) on an isolated molecule of C3H4S2 in a non-equilibrium geometry.

Values from the calculation:
- Total energy: -24843.5474 eV
- Structure (SMILES): C#CC(S)S
- E_LUMO: 0.69 eV
- Energy relative to the best compared isomer or geometry (same formula, charge and spin): 202.03 kJ/mol
- Molecular weight: 104.2 g/mol
- Frontier orbital gap: 10.14 eV

Structure (ORCA input):
```
! wB97M-V def2-TZVPD RIJCOSX def2/J DEFGRID3
* xyz 0 1
C -0.66 -1.43 -1.61
C -0.60 -0.60 -0.74
C -0.49 0.23 0.47
S -0.02 1.86 -0.13
S 0.89 -0.48 1.46
H -0.41 -2.25 -2.18
H -1.35 0.27 1.10
H 0.89 2.19 0.84
H 1.76 0.22 0.78
*
```

No. 2
ORCA calculation (wB97M-V/def2-TZVPD) on C46H51N5O5S3SbSc as an isolated structure in a non-equilibrium geometry.

Values from the calculation:
- Total energy: -125962.0833 eV
- E_LUMO (alpha / beta): 4.03 / 4.03 eV
- Energy relative to the best compared isomer or geometry (same formula, charge and spin): 40.79 kJ/mol
- Molecular weight: 1016.9 g/mol
- Frontier orbital gap (alpha / beta): 4.03 / 3.51 eV

Structure (ORCA input):
```
! wB97M-V def2-TZVPD RIJCOSX def2/J DEFGRID3
* xyz -2 1
Sc 0.39 -0.09 0.35
C -3.90 -2.03 6.45
C -3.58 -1.79 5.00
C -4.06 -2.65 4.01
C -3.73 -2.46 2.68
C -2.90 -1.40 2.33
C -2.44 -0.52 3.29
C -2.78 -0.72 4.62
S -2.36 -1.22 0.64
O -1.87 0.17 0.59
O -3.48 -1.57 -0.19
N -1.04 -2.06 0.54
C -0.89 -3.01 -0.48
C -1.37 -4.28 -0.43
C -1.06 -5.22 -1.45
C -0.14 -4.81 -2.42
C 0.33 -3.53 -2.45
N -0.10 -2.56 -1.54
H -4.65 -2.81 6.57
H -4.29 -1.12 6.92
H -3.01 -2.32 7.00
H -4.71 -3.48 4.29
H -4.10 -3.12 1.91
H -1.82 0.32 3.00
H -2.39 -0.04 5.37
H -1.95 -4.55 0.44
H -1.44 -6.23 -1.41
H 0.24 -5.50 -3.16
H 1.06 -3.20 -3.18
C 5.19 1.54 -6.11
C 4.54 1.54 -4.76
C 4.73 0.49 -3.87
C 4.14 0.49 -2.61
C 3.36 1.57 -2.23
C 3.16 2.63 -3.10
C 3.75 2.61 -4.35
S 2.57 1.64 -0.63
O 1.14 1.79 -0.90
O 3.25 2.73 0.03
N 2.58 0.25 0.04
C 3.64 -0.48 0.60
C 4.97 -0.08 0.65
C 5.91 -0.97 1.18
C 5.52 -2.21 1.64
C 4.17 -2.62 1.61
C 3.72 -3.89 2.06
C 2.34 -4.15 1.96
C 1.47 -3.20 1.48
N 1.84 -1.97 1.04
C 3.20 -1.72 1.09
H 5.49 0.53 -6.41
H 6.09 2.16 -6.12
H 4.51 1.93 -6.87
H 5.33 -0.36 -4.17
H 4.28 -0.34 -1.94
H 2.54 3.46 -2.79
H 3.57 3.44 -5.04
H 5.27 0.90 0.31
H 6.95 -0.67 1.24
H 6.26 -2.90 2.05
H 4.42 -4.62 2.44
H 1.93 -5.11 2.28
H 0.42 -3.42 1.48
S -0.08 3.45 3.85
C -0.34 4.08 2.27
C -0.16 3.12 1.32
C 0.18 1.81 1.80
C 0.25 1.87 3.17
C 0.56 0.75 4.05
C 0.77 0.90 5.42
C 1.05 -0.21 6.19
C 1.12 -1.45 5.58
C 0.89 -1.52 4.22
N 0.61 -0.46 3.46
H -0.58 5.12 2.13
H -0.23 3.36 0.27
H 0.74 1.89 5.87
H 1.22 -0.11 7.26
H 1.35 -2.35 6.14
H 0.95 -2.46 3.69
C -1.40 4.40 -3.93
C -2.17 4.41 -2.61
Sb -2.18 2.39 -1.75
C -3.50 2.81 -0.08
C -4.01 4.24 0.05
C -3.75 1.62 -3.03
C -5.00 2.48 -3.16
H -1.30 5.40 -4.36
H -1.91 3.78 -4.68
H -0.40 3.99 -3.80
H -3.18 4.80 -2.76
H -1.68 5.06 -1.89
H -2.93 2.53 0.81
H -4.33 2.10 -0.15
H -3.19 4.94 0.18
H -4.68 4.35 0.92
H -4.57 4.56 -0.83
H -3.99 0.64 -2.60
H -3.31 1.42 -4.01
H -5.45 2.67 -2.18
H -5.77 2.00 -3.78
H -4.79 3.45 -3.62
C -1.96 -1.45 -3.26
O -1.36 -0.68 -2.24
C -0.05 -1.10 -1.76
C 0.98 -0.78 -2.83
H -2.59 -0.79 -3.87
H -2.58 -2.24 -2.83
H -1.22 -1.92 -3.92
H 0.76 -1.20 -3.82
H 1.96 -1.15 -2.52
H 1.04 0.30 -2.94
*
```

No. 3
ORCA calculation (wB97M-V/def2-TZVPD) on C2H5N5O as an isolated structure in a non-equilibrium geometry.

Values from the calculation:
- Total energy: -11648.7348 eV
- E_LUMO (alpha / beta): -1.04 / -1.04 eV
- Energy relative to the best compared isomer or geometry (same formula, charge and spin): 367.61 kJ/mol
- Molecular weight: 115.1 g/mol
- Frontier orbital gap (alpha / beta): 7.51 / 7.50 eV

Structure (ORCA input):
```
! wB97M-V def2-TZVPD RIJCOSX def2/J DEFGRID3
* xyz 0 1
C 0.91 -1.17 -1.07
C -0.42 0.24 -1.23
N 0.13 1.21 2.04
N 0.64 -1.60 0.10
N -0.40 0.99 -0.14
N -0.46 0.46 1.03
N -1.05 0.12 -2.30
O 1.59 -1.24 -2.04
H 0.38 2.13 1.70
H -0.50 1.27 2.83
H 1.21 -2.36 0.46
H -0.08 -0.66 0.92
H -1.94 0.63 -2.30
*
```